Formula: C37H91AlN5O8
Source: the OMol25 dataset
Level of theory: ωB97M-V/def2-TZVPD

Each line ends with the Mulliken charge.
Positions of all 142 atoms, in Å:
1 C -3.5780 2.8837 1.6605  -1.086
2 C -2.7646 1.6211 1.2566  0.197
3 Al -4.0945 0.0987 1.0096  -0.149
4 C -3.3123 -1.7052 1.5174  -0.969
5 C -2.8873 -2.6416 0.3591  -0.053
6 C -1.5073 -3.3226 0.5122  -0.774
7 C -1.5228 -4.8571 0.3862  -0.585
8 C -0.2117 -5.4222 -0.1644  -0.759
9 C 0.0899 -6.8708 0.2460  -0.589
10 C 1.5902 -7.1794 0.2598  -0.667
11 C 1.9262 -8.6342 -0.0475  -0.338
12 C 3.4246 -8.9416 0.1016  -0.680
13 C 3.9659 -10.0788 -0.7663  -0.125
14 O 4.5848 -9.6898 -1.9819  -0.436
15 C 3.8681 -8.7491 -2.7493  -0.629
16 C -4.8035 0.1000 -0.9057  -0.651
17 C -4.7833 1.4650 -1.5255  -0.290
18 O -5.4534 1.4499 -2.8415  -0.317
19 C -5.2546 2.4669 -3.6615  0.774
20 C -6.1229 2.3489 -4.8921  -1.215
21 O -4.4626 3.3680 -3.4883  -0.567
22 H -3.6134 2.9540 2.7507  0.229
23 H -3.1499 3.8186 1.2750  -0.084
24 H -4.6041 2.7872 1.2941  0.416
25 H -2.1796 1.8185 0.3512  -0.365
26 H -2.0768 1.3548 2.0647  0.705
27 H -5.3666 0.4423 1.9964  -0.375
28 H -2.4288 -1.5039 2.1397  0.342
29 H -4.0067 -2.2458 2.1718  0.352
30 H -2.8917 -2.1027 -0.5937  0.021
31 H -3.6394 -3.4314 0.2479  0.265
32 H -1.0798 -3.0574 1.4831  0.309
33 H -0.8191 -2.9381 -0.2500  0.316
34 H -2.3619 -5.1451 -0.2542  0.364
35 H -1.6954 -5.2960 1.3744  0.213
36 H 0.6120 -4.7917 0.1929  0.449
37 H -0.2100 -5.3601 -1.2572  0.247
38 H -0.4108 -7.5674 -0.4342  0.335
39 H -0.3219 -7.0305 1.2474  0.418
40 H 2.0108 -6.9205 1.2375  0.236
41 H 2.0963 -6.5411 -0.4753  0.356
42 H 1.3690 -9.2766 0.6445  0.302
43 H 1.5712 -8.8932 -1.0488  0.205
44 H 3.6073 -9.2323 1.1405  0.230
45 H 4.0149 -8.0339 -0.0587  0.446
46 H 4.7403 -10.6000 -0.2034  -0.057
47 H 3.1663 -10.8090 -0.9647  0.268
48 H 4.3038 -8.7572 -3.7484  0.292
49 H 2.8081 -9.0092 -2.8292  0.272
50 H 3.9582 -7.7353 -2.3446  0.222
51 H -4.2481 -0.5806 -1.5637  0.283
52 H -5.8400 -0.2581 -0.8672  0.282
53 H -3.7662 1.8284 -1.6738  0.221
54 H -5.3230 2.2036 -0.9271  0.165
55 H -6.0566 3.2637 -5.4752  0.316
56 H -5.7781 1.5013 -5.4866  0.284
57 H -7.1530 2.1435 -4.6021  0.340
58 C 0.6521 3.1116 -0.2040  -1.502
59 C -0.1241 4.2518 0.4478  0.995
60 C 0.3402 5.6539 0.0379  -0.215
61 O 1.5594 6.0787 0.6268  -0.475
62 C 2.7277 5.5779 0.0082  -0.441
63 N -0.1032 4.0744 1.8998  -0.364
64 H 1.6222 2.9659 0.2740  0.329
65 H 0.0910 2.1843 -0.0970  0.336
66 H 0.8180 3.2995 -1.2685  0.177
67 H -1.1657 4.1646 0.1211  -0.040
68 H -0.4091 6.3723 0.3792  0.323
69 H 0.4057 5.7441 -1.0567  -0.185
70 H 2.5992 5.4732 -1.0726  0.039
71 H 3.0277 4.6105 0.4214  0.257
72 H 3.5297 6.2932 0.1982  0.304
73 H -0.7290 4.7530 2.3291  0.110
74 H 0.8243 4.3433 2.2205  0.398
75 C -5.0033 7.3489 -3.0574  -1.733
76 C -3.6330 6.6857 -3.1297  0.671
77 C -2.8237 6.7555 -1.8316  -0.199
78 O -2.2465 8.0225 -1.5452  -0.333
79 C -3.1105 8.9460 -0.9222  -0.766
80 N -2.8778 7.2357 -4.2632  -0.707
81 H -4.9287 8.4368 -3.1170  0.361
82 H -5.6149 7.0173 -3.8963  0.384
83 H -5.5222 7.0882 -2.1327  0.345
84 H -3.7938 5.6253 -3.3332  0.193
85 H -1.9760 6.0725 -1.9333  -0.095
86 H -3.4157 6.4133 -0.9721  0.476
87 H -3.7875 8.4442 -0.2222  0.338
88 H -3.7099 9.5068 -1.6452  0.233
89 H -2.4909 9.6500 -0.3657  0.270
90 H -2.0184 6.6963 -4.3488  0.210
91 H -2.5649 8.1678 -4.0033  0.392
92 C 6.8924 -13.2747 4.0925  -1.412
93 C 7.0966 -12.8356 2.6467  0.312
94 C 6.5560 -11.4365 2.3334  -0.688
95 O 5.1484 -11.3547 2.2289  -0.271
96 C 4.4440 -11.2428 3.4494  -0.809
97 N 6.5586 -13.8636 1.7544  -0.723
98 H 5.8644 -13.5932 4.2686  0.294
99 H 7.5369 -14.1237 4.3174  0.352
100 H 7.1263 -12.4692 4.7911  0.336
101 H 8.1755 -12.7845 2.4650  0.387
102 H 6.9337 -11.1383 1.3518  0.336
103 H 6.9218 -10.7038 3.0657  0.427
104 H 5.0082 -10.6531 4.1792  0.383
105 H 4.2140 -12.2185 3.8843  0.238
106 H 3.5052 -10.7320 3.2366  0.261
107 H 6.8096 -13.6515 0.7942  0.270
108 H 5.5443 -13.8109 1.7816  0.319
109 C 1.3819 5.2591 -6.2206  -1.512
110 C 1.6302 6.2918 -5.1257  0.155
111 C 2.9491 6.0985 -4.3685  -0.745
112 O 2.9514 5.0391 -3.4340  -0.233
113 C 3.1566 3.7432 -3.9606  -0.790
114 N 0.4657 6.3280 -4.2418  -0.451
115 H 1.0435 4.3111 -5.8019  0.307
116 H 0.5994 5.6116 -6.8915  0.357
117 H 2.2839 5.0739 -6.8075  0.366
118 H 1.7040 7.2734 -5.6063  0.444
119 H 3.1364 6.9976 -3.7754  0.315
120 H 3.7854 5.9833 -5.0725  0.429
121 H 3.8556 3.7663 -4.8035  0.355
122 H 2.2236 3.2773 -4.2860  0.261
123 H 3.5828 3.1352 -3.1635  0.260
124 H 0.5473 7.0955 -3.5808  0.263
125 H 0.4708 5.4867 -3.6700  0.177
126 C -1.3465 5.2240 7.1385  -1.463
127 C -0.2607 5.3020 6.0699  0.349
128 C -0.3964 6.5007 5.1194  -0.761
129 O -1.4000 6.3643 4.1327  -0.207
130 C -2.7208 6.6462 4.5469  -0.725
131 N -0.2114 4.0329 5.3485  -0.665
132 H -2.2802 4.8419 6.7253  0.278
133 H -1.0400 4.5391 7.9286  0.367
134 H -1.5414 6.2019 7.5844  0.345
135 H 0.6993 5.4343 6.5817  0.413
136 H 0.5358 6.5960 4.5566  0.283
137 H -0.5429 7.4328 5.6844  0.474
138 H -2.7395 7.4689 5.2704  0.343
139 H -3.2103 5.7745 4.9875  0.237
140 H -3.2813 6.9409 3.6607  0.210
141 H 0.5797 4.0414 4.7123  0.265
142 H -1.0234 3.9997 4.7365  0.282

Summary:
HOMO-LUMO gap ... 6.51 eV
Lowest unoccupied orbital energy ... 0.06901 Ha
HOMO level ... -4.632 eV
Net charge ... -1